DFT (wB97M-V/def2-TZVPD) results for 8 unconnected molecules or ions with the total composition C19H44N3O8 at a distorted geometry.

```
74
Properties=species:S:1:pos:R:3
C -0.458 3.720 2.125
C -0.951 2.793 2.710
C -1.630 1.653 3.325
C -2.516 0.951 2.320
N -3.722 1.469 2.228
N -4.569 0.870 1.400
C -5.919 1.397 1.300
C -6.822 1.019 2.196
C -4.233 -0.197 0.707
C -2.961 -0.761 0.734
N -2.642 -1.880 -0.041
C -2.031 -0.158 1.587
C -0.640 -0.702 1.707
C 0.508 0.303 1.440
C 1.563 -0.313 0.498
O 1.159 0.562 2.689
H 0.036 4.430 1.499
H -2.281 2.042 4.109
H -0.938 0.958 3.795
H -6.095 2.149 0.544
H -7.869 0.938 1.929
H -6.573 0.812 3.231
H -4.997 -0.637 0.077
H -2.503 -2.705 0.533
H -3.383 -2.101 -0.699
H -0.549 -1.500 0.975
H -0.521 -1.161 2.691
H 0.163 1.231 0.988
H 2.548 -0.014 0.838
H 1.486 -1.396 0.448
H 1.410 0.101 -0.498
H 1.109 1.504 2.887
C 3.222 4.806 1.515
O 2.143 5.092 0.618
H 2.962 5.225 2.484
H 3.368 3.728 1.617
H 4.150 5.261 1.165
H 2.374 4.719 -0.238
C 5.322 -0.577 -0.577
O 4.148 -0.382 -1.372
H 5.175 -0.053 0.365
H 5.484 -1.636 -0.379
H 6.193 -0.157 -1.085
H 4.291 -0.841 -2.203
C -7.253 -2.844 1.239
O -6.311 -3.113 0.200
H -8.214 -3.230 0.913
H -6.966 -3.342 2.167
H -7.345 -1.769 1.418
H -5.456 -2.785 0.484
C 3.275 -4.133 -0.108
O 4.128 -3.499 -1.058
H 3.900 -4.685 0.591
H 2.697 -3.387 0.447
H 2.600 -4.821 -0.612
H 3.560 -3.017 -1.664
C 3.720 8.690 0.060
O 3.664 7.792 -1.043
H 4.250 9.580 -0.268
H 2.717 8.975 0.387
H 4.260 8.248 0.903
H 3.195 7.006 -0.751
C 1.108 -5.567 -3.345
O 0.906 -4.814 -2.142
H 2.180 -5.626 -3.519
H 0.708 -6.577 -3.233
H 0.633 -5.071 -4.191
H -0.040 -4.763 -1.989
C 2.044 -3.010 -6.170
O 0.681 -3.389 -6.004
H 2.658 -3.857 -5.875
H 2.260 -2.763 -7.212
H 2.294 -2.153 -5.538
H 0.136 -2.643 -6.267
```

* net charge: +1
* energy above the lowest of the compared OMol25 structures with the same formula, charge and spin: 0.000 eV
* calculated total energy: -1516.027738 hartree
* strongest force on any atom: 0.03323 hartree/bohr
* orbital gap: 7.3 eV